# 1
DFT (ωB97M-V/def2-TZVPD) results for the molecule CH2N4O at a distorted geometry.

```
8
Properties=species:S:1:pos:R:3:forces:R:3:lowdin_charge:R:1
H 2.552 0.613 -0.044 1.624 2.853 0.103 0.00
N 1.950 -0.123 -0.095 -3.445 -1.831 0.618 0.17
C 0.690 0.113 0.048 4.096 -0.937 -1.256 -0.57
N -0.162 1.129 0.017 -0.431 5.660 0.078 0.08
N -1.348 0.787 -0.072 -1.305 -0.372 0.375 0.05
N -1.411 -0.543 -0.123 1.935 1.618 -0.838 0.05
O -0.076 -0.920 0.009 -3.035 -6.699 0.551 0.06
H -2.196 -1.055 0.260 0.560 -0.292 0.368 0.17
```
Forces are in eV/Å.

Computed properties:
HOMO level, eV: -9.45
Charge: 0
Energy above the lowest of the compared OMol25 structures with the same formula, charge and spin, kcal/mol: 75.4
SMILES: [H]/N=c1\nn[nH]o1
Lowest unoccupied orbital energy, eV: -0.0418

# 2
DFT (ωB97M-V/def2-TZVPD) results for the molecule C4H8N2O.

```
15
Properties=species:S:1:pos:R:3:forces:R:3:lowdin_charge:R:1
N 1.895 -0.318 -1.129 -0.041 -0.063 -0.069 0.17
C 1.179 -0.820 -0.081 -0.105 -0.086 -0.023 -0.56
O 0.911 -2.004 0.028 0.122 0.373 -0.026 0.05
C 0.693 0.232 0.909 0.110 -0.061 0.153 -0.12
N -0.522 0.930 0.460 0.154 0.066 0.023 -0.10
C -1.800 0.312 0.763 -0.201 -0.081 0.154 -0.14
C -1.308 0.369 -0.632 -0.087 -0.063 -0.249 -0.15
H 2.083 -0.937 -1.904 -0.002 0.063 0.106 0.11
H 1.941 0.675 -1.294 -0.006 -0.152 0.082 0.11
H 0.512 -0.272 1.863 0.022 0.056 -0.133 0.12
H 1.474 0.987 1.069 -0.096 -0.125 -0.058 0.11
H -1.784 -0.666 1.244 0.019 0.144 -0.094 0.11
H -2.576 0.990 1.113 0.128 -0.112 -0.080 0.10
H -0.994 -0.575 -1.074 -0.057 0.146 0.079 0.10
H -1.706 1.097 -1.335 0.041 -0.105 0.135 0.10
```
Forces are in eV/Å.

Computed properties:
HOMO level, eV: -9.12
Charge: 0
Energy above the lowest of the compared OMol25 structures with the same formula, charge and spin, kcal/mol: 43.9
SMILES: NC(=O)CN1CC1
Lowest unoccupied orbital energy, eV: 0.9631

# 3
DFT (ωB97M-V/def2-TZVPD) results for a cluster of 2 separate species, C9H17BrNO in total at a distorted geometry.

```
29
Properties=species:S:1:pos:R:3:forces:R:3:lowdin_charge:R:1
C 0.171 0.241 -1.883 -2.570 1.497 1.756 -0.12
C 1.024 1.231 -1.058 -1.942 -1.614 2.016 -0.15
C -0.149 -1.097 -1.141 -2.492 0.840 -0.681 -0.37
C -0.966 -0.884 0.112 2.813 3.216 1.178 -0.11
C 0.123 0.539 1.144 -1.458 -2.298 -1.553 -0.43
C -0.829 -2.165 -1.994 -2.520 -1.411 2.080 -0.10
C -2.138 -1.335 0.518 0.046 -1.248 -0.926 -0.02
C -0.762 0.809 2.315 1.566 1.756 1.267 -0.08
C 1.319 -0.186 1.593 4.030 -0.012 -1.079 -0.09
N 0.355 1.619 0.245 0.397 -1.590 0.776 -0.15
O -0.838 2.318 0.164 -1.656 0.831 -1.071 -0.07
Br 4.426 0.055 -0.716 0.014 -0.106 -0.003 -0.63
H -0.853 0.822 -2.116 2.110 -1.415 0.070 0.15
H 0.728 0.024 -2.747 0.399 -0.264 -1.474 0.09
H 2.014 0.860 -0.789 -0.015 -0.075 -0.116 -0.03
H 1.118 2.131 -1.554 0.370 1.851 -1.282 0.09
H 0.802 -1.508 -0.957 1.284 -0.499 1.015 0.11
H -1.784 -1.950 -2.562 1.477 0.410 0.120 0.09
H -1.293 -2.939 -1.208 1.410 1.172 -1.699 0.10
H -0.043 -2.650 -2.511 0.208 -0.734 -1.233 0.05
H -2.495 -1.147 1.508 -0.364 0.396 0.396 0.03
H -2.705 -2.109 -0.063 0.406 0.743 0.501 0.05
H -1.647 1.726 0.096 1.511 0.172 -0.242 0.11
H -0.365 1.687 2.961 -0.778 -0.944 -1.300 0.13
H -0.672 -0.018 2.991 -0.381 -0.648 0.171 0.06
H -1.754 0.941 1.981 -1.224 0.422 0.248 0.04
H 2.048 -0.616 0.763 -1.914 0.185 1.468 0.05
H 1.047 -0.877 2.408 0.531 0.078 -0.634 0.08
H 2.110 0.572 1.935 -1.257 -0.709 0.231 0.11
```
Forces are in eV/Å.

Computed properties:
HOMO level, eV: -4.07
Charge: -1
Energy above the lowest of the compared OMol25 structures with the same formula, charge and spin, kcal/mol: 9.8
Lowest unoccupied orbital energy, eV: 3.0712